(1)
Entry from the OMol25 dataset: a molecular structure, C16H13NO6ReS5Sb (ωB97M-V/def2-TZVPD).

Summary:
Kohn-Sham gap	5.80	eV
LUMO energy	-0.32454	hartree
net charge	+2
ΔE to the lowest compared entry with this formula, charge and spin	0.398	eV

CARTESIAN COORDINATES (ANGSTROEM)
Re1 0.09210 -0.13221 -0.20537
C1 -4.68869 -5.76167 2.09971
O1 -4.00238 -4.90318 1.16998
C2 -3.16336 -3.99481 1.61572
C3 -2.87119 -3.77674 2.97602
C4 -1.98554 -2.79518 3.32855
C5 -1.33705 -1.98696 2.37050
C6 -0.46707 -0.92508 2.73713
C7 -0.10153 -0.56606 4.13299
O2 0.05064 -0.17666 1.84888
C8 -1.65111 -2.24327 1.01190
O3 -1.08768 -1.52054 -0.00797
C9 -2.53675 -3.21108 0.63114
H1 -5.30600 -6.40871 1.48760
H2 -5.31636 -5.17147 2.76644
H3 -3.97216 -6.35731 2.66402
H4 -3.34157 -4.37309 3.74250
H5 -1.78313 -2.64132 4.37735
H6 -0.55352 -1.18904 4.89354
H7 -0.38342 0.47646 4.29434
H8 0.98530 -0.61887 4.22149
H9 -2.75856 -3.38658 -0.41181
S1 3.67792 -0.83958 -3.42066
Sb1 3.15618 0.87543 -2.21712
S2 -0.14404 0.12006 -2.35748
S3 2.27055 -0.16557 -0.02219
S4 2.90169 3.01036 -1.95722
O4 -0.90693 1.72144 -2.41001
C10 -1.16700 2.22682 -1.26393
N1 -0.67425 1.69397 -0.13084
S5 -1.64906 2.29225 1.24151
O5 -2.55110 1.22175 1.51223
O6 -0.79354 2.83428 2.23047
C11 -2.39654 3.53009 0.23719
C12 -3.22983 4.53817 0.65884
C13 -3.72566 5.39246 -0.32664
C14 -3.39603 5.22749 -1.66932
C15 -2.55455 4.20368 -2.07934
C16 -2.05094 3.35801 -1.10007
H10 -3.49260 4.66718 1.69964
H11 -4.38310 6.20155 -0.03854
H12 -3.80086 5.91132 -2.40223
H13 -2.28790 4.07450 -3.11934

(2)
Entry from the OMol25 dataset: a molecular structure, C52H58ClN4O12Pb in a non-equilibrium geometry (ωB97M-V/def2-TZVPD).

Summary:
Kohn-Sham gap	6.85	eV
LUMO energy	0.01768	hartree
net charge	-1
ΔE to the lowest compared entry with this formula, charge and spin	1.248	eV

CARTESIAN COORDINATES (ANGSTROEM)
Pb1 -2.57970 1.00853 3.52761
C1 -1.71654 0.91968 -3.59619
C2 -1.44147 -0.50347 -3.07612
C3 -2.68951 -1.02428 -2.43122
C4 -0.92669 -1.36425 -4.34719
C5 -1.23634 -1.21782 -5.61560
C6 -1.32828 -2.37328 -6.49010
C7 -0.77230 -3.58029 -6.05468
C8 -0.31908 -3.79867 -4.85957
C9 0.05847 -5.18714 -4.22689
C10 0.53614 -6.30743 -5.16134
C11 -0.84438 -5.58937 -3.14494
C12 -0.43442 -2.63624 -3.91293
N1 0.04651 -2.93864 -2.69059
C13 1.33784 -3.03977 -2.49716
C14 1.98031 -3.51989 -1.30416
N2 1.16036 -3.80286 -0.26734
C15 1.62928 -3.81569 1.00796
C16 1.77301 -5.03965 1.66640
C17 2.20714 -5.12933 2.96221
C18 2.72218 -3.95967 3.55426
C19 2.42573 -2.74985 3.00825
C20 1.81189 -2.68880 1.75047
C21 1.42158 -1.26258 1.22412
C22 2.55054 -0.33536 1.14454
C23 0.40231 -0.59133 2.03805
C24 1.02232 -6.17348 1.05538
C25 1.83272 -7.30042 0.55263
C26 -0.06578 -6.67181 2.02590
C27 3.42073 -3.29113 -1.29235
C28 4.52002 -3.52630 -0.54043
C29 5.73334 -3.20855 -1.11115
C30 5.90389 -2.78739 -2.47951
C31 4.68192 -2.56763 -3.15569
C32 4.84426 -2.08619 -4.51158
C33 3.68444 -1.77193 -5.27823
C34 2.45841 -2.24723 -4.73458
C35 2.35130 -2.62705 -3.45928
C36 3.51771 -2.76508 -2.64763
H1 -1.78126 1.66637 -2.69117
H2 -2.64611 1.37734 -4.23157
H3 -0.83058 1.25626 -4.14444
H4 -0.61371 -0.53382 -2.30122
H5 -3.48852 -0.54412 -2.71797
H6 -3.09086 -0.78486 -1.25915
H7 -2.76195 -2.05205 -2.60838
H8 -1.20525 -0.35136 -6.22116
H9 -1.45633 -2.22886 -7.61537
H10 -0.76707 -4.36185 -6.79155
H11 1.11726 -4.89908 -3.59452
H12 1.10519 -5.99477 -6.01865
H13 -0.37406 -6.98114 -5.66093
H14 1.09522 -7.07047 -4.57153
H15 -1.95061 -6.22382 -3.45706
H16 -1.52263 -4.82798 -2.70753
H17 -0.42249 -6.27859 -2.46901
H18 2.43651 -6.11302 3.39497
H19 3.47124 -4.08313 4.31471
H20 2.90370 -1.83004 3.42653
H21 1.07417 -1.50881 0.14073
H22 2.29680 0.55802 0.57930
H23 3.27440 -0.74766 0.46913
H24 2.93726 -0.03784 2.10449
H25 0.54670 -0.62375 3.19920
H26 -0.61097 -0.97497 1.79334
H27 0.31528 0.48825 1.80245
H28 0.54982 -5.74269 0.21149
H29 2.16475 -8.14721 1.24031
H30 2.71223 -6.89643 0.13419
H31 1.29042 -7.83881 -0.17297
H32 0.20985 -7.44113 2.66172
H33 -0.91028 -7.20569 1.44100
H34 -0.42571 -5.85547 2.61169
H35 4.25147 -3.85067 0.54231
H36 6.66219 -3.47518 -0.71088
H37 6.82738 -2.60958 -2.80362
H38 5.77261 -1.83120 -4.90964
H39 3.69399 -1.24516 -6.13233
H40 1.68101 -1.76215 -5.12210
O1 -6.31339 6.91883 -7.20483
H41 -6.13260 5.99911 -7.14332
H42 -6.62633 7.30852 -6.33965
O2 -5.53070 0.28261 1.31250
H43 -5.84604 0.16791 2.22112
H44 -5.44343 1.27703 1.30314
O3 -2.78907 1.12769 8.25783
H45 -3.01292 1.55184 7.42060
H46 -1.94519 0.68562 8.14860
H47 -1.45004 2.10287 2.31338
O4 1.91147 1.14493 4.57763
C37 0.82301 1.74262 4.66765
O5 -0.33666 1.34911 4.83002
C38 1.01259 3.35888 4.57728
C39 2.28988 3.82394 4.26031
C40 2.48662 5.20033 4.20036
C41 1.55071 6.12363 4.49917
C42 0.28590 5.66570 4.68565
C43 -0.01413 4.32833 4.70180
N3 -0.76194 6.61290 4.95666
O6 -0.70936 7.68874 4.47254
O7 -1.64346 6.22092 5.75575
N4 3.87349 5.69229 3.88344
O8 4.10321 6.83485 3.93166
O9 4.70771 4.89547 3.49821
H48 3.13229 3.19945 4.21926
H49 1.77392 7.22188 4.54427
H50 -1.07717 4.02624 4.75781
C44 -2.51976 5.03497 0.04378
C45 -2.67534 6.52178 0.42887
C46 -1.83810 7.53832 -0.04393
C47 -2.10315 8.79862 0.43337
Cl1 -0.92625 9.98902 0.05481
C48 -3.13825 9.09130 1.32340
C49 -3.96010 8.09641 1.80440
C50 -3.68706 6.79907 1.38274
O10 -4.32705 5.64370 1.92945
C51 -3.73848 5.09576 3.09637
C52 -3.93840 3.57566 3.33678
O11 -3.11323 3.13308 4.20038
O12 -4.63941 2.74811 2.69988
H51 -2.26911 4.40704 0.90613
H52 -1.67930 4.99700 -0.64336
H53 -3.42870 4.68672 -0.57816
H54 -1.00614 7.30948 -0.63794
H55 -3.32293 10.12484 1.52648
H56 -4.72491 8.36023 2.50801
H57 -3.87873 5.58690 4.13289
H58 -2.61491 5.06844 3.00062

(3)
Entry from the OMol25 dataset: a gas-phase ion, C10H15N4S (charge +1) in a non-equilibrium geometry (ωB97M-V/def2-TZVPD).

Summary:
Kohn-Sham gap (spin up / spin down)	8.15 / 8.15	eV
LUMO energy (spin up / spin down)	-0.15877 / -0.15878	hartree
net charge	+1
SMILES	CS/N=N\N=C(\c1ccccc1)[NH+](C)C
ΔE to the lowest compared entry with this formula, charge and spin	2.608	eV

CARTESIAN COORDINATES (ANGSTROEM)
C1 -2.59009 -2.81132 1.59592
S1 -1.82234 -1.27883 0.96771
N1 -2.72926 -1.16397 -0.49069
N2 -2.20891 -0.84260 -1.54877
N3 -0.95098 -0.50999 -1.56286
C2 -0.31375 0.12772 -0.63162
C3 1.06434 -0.13238 -0.52527
C4 1.77536 -0.41653 -1.66046
C5 3.15712 -0.70759 -1.61766
C6 3.82839 -0.62002 -0.35657
C7 3.07253 -0.43407 0.81740
C8 1.70609 -0.22764 0.76949
N4 -0.79916 1.39997 0.09582
C9 0.16035 2.53929 0.21988
C10 -2.21292 1.96763 -0.31481
H1 -3.06601 -3.33862 0.78600
H2 -3.20975 -2.50996 2.45075
H3 -1.80648 -3.43225 2.12643
H4 1.20580 -0.54246 -2.55245
H5 3.70281 -1.07738 -2.40404
H6 4.90191 -0.83326 -0.12856
H7 3.50301 -0.60000 1.82283
H8 1.18652 -0.46123 1.76795
H9 -1.08590 1.02786 0.94908
H10 0.43522 2.77788 -0.88993
H11 -0.29193 3.31798 0.76878
H12 1.06072 2.37209 0.90445
H13 -2.84394 1.25986 -0.78661
H14 -2.72088 2.41779 0.55786
H15 -2.10789 2.73204 -1.13007

(4)
Entry from the OMol25 dataset: 2 unconnected molecules or ions with the total composition C3H4N2O (ωB97M-V/def2-TZVPD).

Summary:
Kohn-Sham gap	9.54	eV
LUMO energy	0.02162	hartree
SMILES	C=C=N.N=C=O
ΔE to the lowest compared entry with this formula, charge and spin	1.891	eV

CARTESIAN COORDINATES (ANGSTROEM)
C1 -1.81994 0.66876 -0.57880
C2 -1.35556 -0.22769 0.25457
N1 -0.96598 -1.06911 1.06094
H1 -2.01803 0.40872 -1.61018
H2 -1.88646 1.70591 -0.27463
H3 0.05067 -1.17816 1.05235
N2 2.20374 -0.75023 0.25687
C3 1.75850 0.23309 -0.29711
O1 1.25475 1.07195 -0.93568
H4 2.77831 -0.86325 1.07167